1.
{
  "formula": "C8H19N8OOsS",
  "method": "ωB97M-V with the def2-TZVPD basis set",
  "total_energy_ev": -35845.2481,
  "multiplicity": 5,
  "e_above_lowest_kcal_mol": 5.0,
  "homo_lumo_gap_ev": [8.714, 6.281],
  "e_lumo_ev": [-10.5, -13.1],
  "total_charge": 3,
  "elements": ["Os", "N", "C", "C", "N", "C", "C", "N", "H", "H", "H", "H", "H", "H", "H", "H", "H", "H", "H", "H", "H", "C", "C", "N", "N", "C", "S", "N", "N", "H", "H", "H", "H", "H", "H", "O", "C", "N"],
  "xyz": [[0.32, -0.22, -0.50], [0.12, -2.40, -0.76], [1.40, -3.14, -1.28], [2.14, -2.15, -2.20], [2.29, -0.82, -1.61], [3.36, -0.51, -0.65], [2.99, -0.92, 0.80], [1.63, -0.27, 1.17], [-0.21, -2.93, 0.06], [-0.66, -2.56, -1.43], [1.12, -4.04, -1.77], [1.96, -3.37, -0.36], [1.55, -1.97, -3.10], [3.10, -2.50, -2.58], [2.33, -0.10, -2.36], [3.61, 0.56, -0.66], [4.29, -1.00, -0.92], [3.74, -0.53, 1.51], [2.89, -2.03, 0.90], [1.92, 0.67, 1.53], [1.29, -0.80, 1.98], [-3.73, 2.53, 2.54], [-3.43, 2.17, 1.20], [-3.98, 2.66, 0.15], [-3.52, 1.96, -0.90], [-2.65, 1.05, -0.50], [-1.71, 0.06, -1.55], [-2.54, 1.17, 0.83], [-1.83, 0.29, 1.63], [-4.08, 3.57, 2.52], [-2.93, 2.46, 3.26], [-4.60, 1.96, 2.89], [-3.85, 2.24, -1.87], [-1.38, 0.85, 2.35], [-2.45, -0.36, 2.08], [0.42, 3.90, -1.17], [0.51, 2.83, -0.82], [0.55, 1.68, -0.42]],
  "lowdin_spin": [2.802, 0.025, 0.004, 0.014, 0.169, 0.012, 0.019, 0.077, 0.007, 0.008, -0.001, 0.000, 0.001, 0.005, 0.004, 0.000, 0.004, 0.002, 0.000, 0.007, 0.006, 0.001, 0.007, 0.013, 0.020, 0.039, 0.231, 0.010, 0.063, 0.000, 0.000, 0.000, 0.001, 0.000, 0.000, 0.140, 0.093, 0.218]
}

=====

2.
{
  "formula": "C31H47ClO2P2Ti",
  "method": "ωB97M-V with the def2-TZVPD basis set",
  "total_energy_ev": -91210.4367,
  "multiplicity": 2,
  "e_above_lowest_kcal_mol": 14.5,
  "homo_lumo_gap_ev": [3.430, 3.651],
  "e_lumo_ev": [-6.0, -5.7],
  "total_charge": 1,
  "elements": ["Ti", "C", "C", "C", "C", "C", "C", "H", "H", "H", "C", "H", "H", "H", "C", "H", "H", "H", "C", "H", "H", "H", "C", "H", "H", "H", "C", "C", "C", "C", "C", "C", "C", "C", "H", "H", "H", "H", "H", "H", "H", "H", "H", "H", "H", "H", "P", "P", "C", "C", "H", "H", "H", "H", "C", "H", "H", "H", "C", "H", "H", "H", "C", "H", "H", "H", "C", "H", "H", "H", "Cl", "C", "C", "C", "C", "C", "C", "C", "O", "O", "H", "H", "H", "H"],
  "xyz": [[-0.43, 0.48, 1.12], [-0.05, 1.77, 3.03], [-1.44, 1.73, 2.67], [-0.72, -0.47, 3.05], [0.41, 0.42, 3.21], [-1.89, 0.35, 2.76], [0.78, 2.98, 3.28], [0.21, 3.90, 3.10], [1.69, 2.97, 2.66], [1.13, 3.00, 4.32], [1.82, 0.02, 3.47], [2.51, 0.49, 2.76], [1.94, -1.07, 3.40], [2.14, 0.35, 4.47], [-0.71, -1.95, 3.23], [-0.79, -2.24, 4.29], [0.21, -2.39, 2.84], [-1.55, -2.42, 2.70], [-3.29, -0.13, 2.62], [-3.83, -0.07, 3.58], [-3.33, -1.17, 2.30], [-3.85, 0.48, 1.91], [-2.28, 2.89, 2.27], [-2.72, 3.41, 3.13], [-3.11, 2.57, 1.63], [-1.69, 3.63, 1.71], [1.32, 0.60, -0.33], [0.82, 1.90, -0.16], [-0.23, 2.58, -1.00], [-1.35, 1.67, -1.54], [-1.92, 0.66, -0.57], [-1.43, -0.66, -0.44], [-0.32, -1.21, -1.30], [0.96, -0.35, -1.45], [0.24, 3.09, -1.86], [-1.02, 1.17, -2.47], [-0.69, 3.38, -0.40], [0.93, 0.18, -2.42], [2.27, 0.39, 0.18], [1.44, 2.56, 0.44], [1.81, -1.06, -1.55], [-0.04, -2.22, -0.97], [-2.10, -1.41, -0.01], [-0.75, -1.36, -2.33], [-2.19, 2.33, -1.85], [-2.95, 0.87, -0.26], [-1.32, -2.23, -4.19], [-3.06, -4.51, -3.39], [-1.95, -3.23, -5.63], [-2.38, -4.62, -5.14], [-1.16, -3.30, -6.39], [-2.79, -2.68, -6.07], [-3.15, -5.06, -5.80], [-1.53, -5.31, -5.09], [-3.46, -6.30, -3.25], [-3.98, -6.46, -2.30], [-2.53, -6.87, -3.24], [-4.09, -6.62, -4.09], [-4.76, -3.96, -3.85], [-5.11, -4.49, -4.74], [-4.78, -2.88, -4.02], [-5.42, -4.19, -3.01], [0.48, -2.52, -4.37], [1.04, -1.87, -3.68], [0.78, -2.29, -5.40], [0.71, -3.56, -4.13], [-1.45, -0.54, -4.89], [-2.51, -0.33, -5.07], [-0.89, -0.48, -5.83], [-1.06, 0.19, -4.17], [6.95, 5.29, 6.67], [6.28, 4.56, 5.28], [6.95, 4.65, 4.05], [6.43, 4.01, 2.92], [5.25, 3.24, 3.00], [4.59, 3.16, 4.24], [5.06, 3.85, 5.36], [4.72, 2.50, 1.76], [5.61, 2.35, 0.90], [3.51, 2.14, 1.78], [7.88, 5.22, 3.98], [6.95, 4.10, 1.97], [3.68, 2.57, 4.31], [4.53, 3.84, 6.31]],
  "lowdin_spin": [0.832, -0.012, -0.012, 0.001, 0.001, 0.000, -0.002, 0.000, 0.000, -0.001, 0.004, 0.001, 0.000, 0.001, 0.001, 0.000, 0.000, 0.000, 0.000, 0.000, 0.000, 0.000, -0.002, -0.001, 0.000, 0.000, 0.028, 0.012, 0.001, 0.006, 0.033, 0.063, 0.010, 0.006, 0.000, 0.001, 0.000, 0.001, 0.003, 0.001, 0.000, 0.000, 0.007, 0.004, 0.001, 0.003, 0.003, 0.002, 0.001, 0.000, 0.000, 0.000, 0.000, 0.000, 0.001, 0.000, 0.000, 0.000, 0.000, 0.000, 0.000, 0.000, 0.000, 0.000, 0.000, 0.000, 0.000, 0.000, 0.000, 0.000, 0.000, 0.000, 0.000, 0.000, 0.000, 0.000, 0.000, 0.000, 0.000, 0.000, 0.000, 0.000, 0.000, 0.000]
}

=====

3.
{
  "formula": "C6H8O2",
  "method": "ωB97M-V with the def2-TZVPD basis set",
  "total_energy_ev": -10443.0474,
  "multiplicity": 1,
  "e_above_lowest_kcal_mol": 84.8,
  "homo_lumo_gap_ev": 8.817,
  "e_lumo_ev": 0.5,
  "total_charge": 0,
  "elements": ["C", "C", "C", "C", "O", "O", "C", "C", "H", "H", "H", "H", "H", "H", "H", "H"],
  "xyz": [[1.33, 1.45, 0.01], [0.15, 0.48, 0.13], [-1.22, 1.06, 0.08], [-1.93, -0.04, -0.03], [-3.26, -0.34, 0.17], [-1.25, -1.15, -0.03], [0.15, -0.83, -0.08], [1.22, -1.86, 0.07], [1.41, 2.57, 0.50], [2.12, 1.02, 0.78], [1.83, 1.53, -1.10], [-1.56, 2.03, -0.20], [-3.71, 0.48, -0.53], [1.21, -2.75, -0.71], [1.32, -2.32, 1.21], [2.18, -1.33, -0.28]],
  "nbo_charge": [-0.670, -0.064, -0.421, 0.577, -0.645, -0.422, 0.212, -0.669, 0.239, 0.219, 0.229, 0.228, 0.475, 0.237, 0.233, 0.241]
}

=====

4.
{
  "formula": "C42H82BN5O6P",
  "method": "ωB97M-V with the def2-TZVPD basis set",
  "total_energy_ev": -74565.5790,
  "multiplicity": 1,
  "homo_lumo_gap_ev": 6.815,
  "e_lumo_ev": -3.1,
  "total_charge": 1,
  "elements": ["C", "C", "C", "C", "C", "C", "C", "C", "C", "C", "C", "C", "C", "C", "C", "C", "C", "N", "C", "N", "C", "C", "O", "C", "C", "C", "C", "C", "C", "P", "C", "C", "C", "N", "B", "C", "O", "H", "H", "H", "H", "H", "H", "H", "H", "H", "H", "H", "H", "H", "H", "H", "H", "H", "H", "H", "H", "H", "H", "H", "H", "H", "H", "H", "H", "H", "H", "H", "H", "H", "H", "H", "H", "H", "H", "H", "H", "H", "H", "H", "H", "H", "H", "H", "H", "H", "H", "H", "H", "C", "O", "C", "C", "N", "C", "C", "O", "C", "H", "H", "H", "H", "H", "H", "H", "H", "H", "H", "H", "H", "H", "H", "H", "C", "O", "C", "C", "N", "C", "C", "O", "C", "H", "H", "H", "H", "H", "H", "H", "H", "H", "H", "H", "H", "H", "H", "H"],
  "xyz": [[-0.63, -7.24, 0.48], [-0.50, -6.28, -0.60], [-0.82, -4.71, -0.47], [-1.34, -4.44, 1.01], [-0.30, -4.21, 2.20], [1.19, -3.81, 1.75], [2.18, -5.05, 1.50], [2.45, -5.97, 2.79], [3.83, -5.62, 3.56], [3.73, -6.32, 5.01], [2.92, -5.37, 6.06], [1.51, -6.01, 6.46], [0.84, -5.38, 7.78], [0.83, -3.77, 7.81], [0.60, -3.29, 9.34], [0.36, -1.70, 9.50], [1.22, -0.79, 8.49], [-2.26, -3.26, 0.71], [-2.45, -3.09, -0.77], [-3.22, -2.06, -1.14], [-3.43, -1.78, -2.59], [-2.11, -1.30, -3.37], [-0.93, -1.59, -3.05], [-2.37, -0.38, -4.67], [-3.28, 0.89, -4.60], [-3.43, 1.73, -5.92], [-2.71, 1.35, -7.26], [-1.82, 0.06, -7.31], [-1.69, -0.76, -6.00], [-3.95, -1.08, 0.19], [-2.61, 0.10, 0.91], [-5.29, 0.08, -0.47], [-5.83, 1.10, 0.67], [-1.69, -4.07, -1.55], [-2.46, -5.12, -2.31], [-3.98, -5.59, -2.03], [-1.79, -5.75, -3.44], [0.24, -7.73, 1.02], [-1.70, -7.45, 0.86], [-0.09, -6.73, -1.59], [0.21, -4.26, -0.75], [-2.10, -5.17, 1.49], [-0.25, -5.12, 2.90], [-0.67, -3.34, 2.87], [1.23, -3.17, 0.78], [1.64, -3.13, 2.56], [3.20, -4.60, 1.20], [1.88, -5.74, 0.64], [1.62, -5.92, 3.57], [2.56, -7.05, 2.43], [3.96, -4.48, 3.68], [4.76, -6.05, 3.03], [4.81, -6.43, 5.42], [3.23, -7.36, 4.99], [3.59, -5.17, 6.97], [2.74, -4.35, 5.54], [0.79, -6.01, 5.56], [1.72, -7.13, 6.71], [1.43, -5.77, 8.68], [-0.27, -5.70, 7.83], [0.01, -3.35, 7.13], [1.84, -3.30, 7.48], [-0.27, -3.87, 9.83], [1.56, -3.61, 9.91], [-0.76, -1.48, 9.40], [0.65, -1.44, 10.59], [0.62, -0.48, 7.55], [2.18, -1.29, 8.13], [1.53, 0.20, 9.02], [-1.58, -2.49, 0.88], [-3.83, -2.71, -3.14], [-4.22, -0.96, -2.79], [-3.82, 1.17, -3.63], [-4.10, 2.67, -5.89], [-2.79, 1.97, -8.20], [-1.27, -0.30, -8.23], [-1.06, -1.71, -6.02], [-1.90, -0.45, 1.62], [-3.20, 0.84, 1.56], [-2.09, 0.71, 0.10], [-4.81, 0.76, -1.28], [-6.16, -0.46, -1.00], [-6.71, 1.71, 0.25], [-6.23, 0.55, 1.59], [-5.04, 1.85, 1.00], [-3.96, -6.75, -1.98], [-4.60, -5.35, -2.98], [-4.47, -5.13, -1.11], [-0.95, -5.26, -3.56], [-1.09, 3.51, -4.33], [-2.25, 4.11, -3.77], [-2.10, 4.45, -2.40], [-2.04, 5.97, -2.22], [-0.79, 6.52, -2.75], [-0.79, 7.98, -2.87], [-1.82, 8.62, -3.82], [-1.59, 8.34, -5.19], [-2.12, 7.10, -5.64], [-1.35, 3.11, -5.31], [-0.29, 4.24, -4.46], [-0.73, 2.68, -3.71], [-1.24, 3.96, -1.94], [-3.00, 4.09, -1.89], [-2.13, 6.22, -1.16], [-2.91, 6.40, -2.74], [-0.62, 6.13, -3.66], [0.21, 8.26, -3.22], [-0.90, 8.42, -1.87], [-1.71, 9.70, -3.72], [-2.85, 8.39, -3.54], [-3.04, 6.82, -5.12], [-1.36, 6.31, -5.53], [-2.34, 7.19, -6.71], [3.79, 7.75, -3.03], [3.60, 7.28, -1.71], [2.58, 6.28, -1.59], [3.20, 4.92, -1.28], [3.94, 4.39, -2.43], [4.78, 3.23, -2.11], [5.92, 3.44, -1.09], [6.96, 4.28, -1.55], [6.72, 5.67, -1.38], [4.43, 8.63, -2.99], [4.28, 7.00, -3.65], [2.83, 8.05, -3.48], [1.95, 6.24, -2.48], [1.95, 6.57, -0.75], [2.40, 4.21, -1.02], [3.85, 5.04, -0.41], [4.53, 5.12, -2.80], [5.24, 2.92, -3.06], [4.14, 2.41, -1.78], [6.38, 2.46, -0.93], [5.55, 3.76, -0.11], [6.12, 5.89, -0.49], [6.24, 6.08, -2.28], [7.68, 6.18, -1.28]],
  "mulliken_charge": [-0.639, -0.504, 0.193, -0.133, -0.608, -0.651, -0.485, 0.361, -0.739, -0.728, -0.361, -0.439, -0.722, -0.069, -0.743, -0.360, -0.902, -0.367, -0.028, 0.498, -0.682, 0.737, -0.499, 0.340, 0.052, -0.604, -0.334, -0.512, -0.408, -0.075, -0.918, 0.086, -1.185, 0.205, 0.540, -0.820, -0.618, 0.232, 0.244, 0.258, 0.193, 0.290, 0.316, 0.254, 0.309, 0.483, 0.351, 0.133, -0.564, 0.214, 0.300, 0.368, 0.338, 0.346, 0.378, 0.154, 0.016, 0.300, 0.322, 0.323, 0.195, 0.048, 0.266, 0.290, 0.273, 0.302, 0.212, 0.244, 0.306, 0.172, 0.090, 0.396, 0.034, 0.300, 0.354, 0.351, 0.311, 0.294, 0.351, 0.297, -0.128, 0.406, 0.359, 0.334, 0.312, 0.317, 0.256, 0.289, 0.311, -0.594, -0.256, -0.692, -0.594, -0.040, -0.343, -0.677, -0.460, -0.538, 0.095, 0.359, 0.304, 0.356, 0.378, 0.365, 0.269, 0.025, -0.075, 0.524, 0.411, 0.397, 0.268, 0.201, 0.352, -0.498, -0.376, -0.577, -0.191, -0.306, -0.677, -0.486, -0.429, -0.526, 0.262, 0.281, 0.138, 0.223, 0.332, 0.388, 0.164, 0.065, 0.375, 0.376, 0.357, 0.343, 0.275, 0.160, 0.308]
}

=====

Q: The highest multiplicity belongs to which entry?
A: C8H19N8OOsS